The following is a quantum chemistry calculation of 3 unconnected molecules or ions with the total composition C25H44BrCl2F9N5O6P, from the Open Molecules 2025 dataset.

```
! RIJCOSX wB97M-V def2-TZVPD def2/J DEFGRID3
* xyz 0 1
C 3.6739 -3.0430 5.0165
C 4.8853 -3.7060 4.1153
O 4.6502 -3.6879 2.6637
C 5.0122 -2.3537 2.0815
C 4.8032 -2.4187 0.4602
O 3.5243 -1.9714 -0.0609
C 3.2217 -0.5564 0.1364
O 1.9209 -0.2050 -0.3840
C 0.8222 -0.1108 0.5728
C 1.0297 0.8960 1.8361
C 0.9998 2.4964 1.5530
C 2.4451 3.2313 1.3281
F 3.6313 2.3539 1.4277
F 2.6266 4.2691 2.4126
C 2.4376 3.8850 -0.1732
F 1.9811 2.8966 -1.2209
F 3.8671 4.2857 -0.4551
C 1.5207 5.2220 -0.3668
F 0.5756 5.5212 0.7311
F 0.6655 5.0099 -1.5946
C 2.3621 6.6100 -0.6619
F 3.2726 7.0215 0.4335
F 3.0221 6.6204 -2.0216
F 1.3171 7.6982 -0.7497
C -0.4332 0.4273 -0.3976
C -1.9008 0.4461 0.2565
C -2.2419 1.6352 1.3294
Br -3.1741 0.8090 -1.3059
C 0.4568 -1.6361 1.1703
N 1.2571 -1.8134 2.4377
N 0.5890 -2.7325 0.1451
C -0.6753 -3.0022 -0.6314
C -0.4370 -2.9377 -2.2870
O 0.8093 -2.8937 -2.7789
Cl -1.8727 -2.9541 -3.5140
C 1.1576 -4.0199 0.6787
Cl 0.1031 -4.8807 1.9562
C 1.4069 -5.1672 -0.5155
C 2.1556 -6.5229 0.1151
P 4.4611 0.3942 -1.0416
N 4.0814 -0.0668 -2.5715
H 3.7449 -1.8809 4.8946
H 3.7723 -3.3117 6.1746
H 2.6644 -3.4635 4.5922
H 5.9475 -3.2533 4.4167
H 4.9447 -4.8502 4.4518
H 4.3544 -1.5735 2.6493
H 6.1369 -2.1737 2.4222
H 4.8812 -3.5800 0.1831
H 5.7644 -1.9414 -0.0254
H 3.5048 -0.1881 1.2026
H 2.0026 0.6961 2.4903
H 0.1268 0.6712 2.5863
H 0.5523 2.9870 2.5484
H 0.2915 2.8674 0.6996
H -0.4572 -0.3225 -1.3274
H -0.1778 1.4801 -0.9004
H -2.3146 -0.5481 0.7106
H -1.8726 2.7025 0.9618
H -3.4323 1.7219 1.3615
H -1.9172 1.4135 2.4384
H -0.6789 -1.6958 1.5390
H 2.2570 -2.0359 2.2846
H 0.7924 -2.4099 3.1503
H -1.1526 -4.0705 -0.4482
H -1.5519 -2.2322 -0.4338
H 2.2353 -3.9106 1.1813
H 0.4026 -5.5568 -0.9840
H 2.1470 -4.7517 -1.3507
H 1.3717 -7.1471 0.7581
H 2.4796 -7.2575 -0.7629
H 3.0965 -6.2517 0.7636
H 5.8493 0.1301 -0.6968
H 4.2909 1.8222 -0.9917
H 3.2997 -0.7610 -2.5407
O -5.7430 3.4575 -1.1313
C -5.6715 3.6648 -2.3371
N -4.9961 2.8118 -3.1552
C -6.3073 4.8500 -3.0043
H -4.9097 2.9402 -4.1530
H -4.5588 2.0052 -2.7285
H -5.8895 5.7661 -2.5780
H -7.3862 4.8218 -2.8291
H -6.1282 4.8530 -4.0831
O -8.2382 0.9239 -4.7288
C -8.7134 0.9825 -3.6006
N -7.9929 1.4903 -2.5632
C -10.0997 0.5108 -3.2693
H -8.3407 1.5590 -1.6178
H -7.0553 1.8148 -2.7618
H -10.1815 -0.5528 -3.5094
H -10.8211 1.0784 -3.8634
H -10.3332 0.6493 -2.2100
*
```

Results
SMILES string ... CCOCCO[C@H](O[C@@](CCC(F)(F)C(F)(F)C(F)(F)C(F)(F)F)(C[C@@H](C)Br)[C@H](N)N(CC(=O)Cl)[C@@H](Cl)CC)[PH2]=N.CC(N)=O.CC(N)=O
HOMO-LUMO gap ... 0.280 Eh
Electronic energy ... -6438.2682 Ha

These are the Löwdin partial charges, in e, on atoms 1 to 8: -0.106 -0.263 -0.245 -0.149 -0.160 -0.174 -0.421 -0.103

The following is a quantum chemistry calculation of 2 unconnected molecules or ions with the total composition C3H12N2S, from the Open Molecules 2025 dataset.

```
! RIJCOSX wB97M-V def2-TZVPD def2/J DEFGRID3
* xyz 0 1
C -0.7758 0.0531 2.0798
C -1.0958 1.0999 1.0181
S -1.8697 2.3880 1.8783
H -0.7681 -0.9273 1.5796
H -1.7270 -0.0018 2.7712
H 0.1177 0.3530 2.6425
H -0.2081 1.3419 0.4069
H -1.8719 0.6705 0.2795
H -0.8499 2.2835 2.7268
N 1.1933 -0.3232 -2.7392
C 0.5526 -1.1023 -1.6616
N 1.4291 -1.0414 -0.5332
H 1.0129 0.6877 -2.9629
H 1.1983 -0.7857 -3.6775
H -0.4670 -0.8071 -1.4114
H 0.6652 -2.1421 -2.0509
H 1.0821 -0.6283 0.3751
H 2.3822 -1.1182 -0.7211
*
```

Results
SMILES string ... CCS.NCN
HOMO-LUMO gap ... 0.351 Eh
Relative energy (zero: lowest compared OMol25 entry of this formula, charge and spin) ... 1.296 eV
Electronic energy ... -629.1319 Ha

These are the natural (NBO) partial charges, in e, on atoms 1 to 8: -0.643 -0.572 0.021 0.220 0.225 0.212 0.217 0.216

The following is a quantum chemistry calculation of 2 unconnected molecules or ions with the total composition CHClN4OP, from the Open Molecules 2025 dataset.

```
! RIJCOSX wB97M-V def2-TZVPD def2/J DEFGRID3
* xyz -1 1
C 1.2578 -0.1013 0.1605
N 2.4046 1.4880 -0.6899
N 2.2713 0.1789 -0.7992
N 0.9382 1.0412 0.7796
N 1.6815 2.0105 0.2660
O -3.4403 -0.7031 -0.2540
P 0.6359 -1.7327 0.1935
Cl -1.3726 -1.5825 0.2623
H -4.3764 -0.5988 0.0812
*
```

Results
HOMO-LUMO gap (spin up / spin down) ... 0.162 / 0.162 Eh
Relative energy (zero: lowest compared OMol25 entry of this formula, charge and spin) ... 5.267 eV
Electronic energy ... -1134.4150 Ha

These are the natural (NBO) partial charges, in e, on atoms 1 to 8: -0.282 -0.116 -0.275 -0.263 -0.095 -1.259 0.890 -0.013

The following is a quantum chemistry calculation of 7 unconnected molecules or ions with the total composition H13O6S, from the Open Molecules 2025 dataset.

```
! RIJCOSX wB97M-V def2-TZVPD def2/J DEFGRID3
* xyz -1 1
S 1.0755 0.7377 1.8112
H 0.4547 0.7011 3.0039
H -1.5622 1.3387 0.4690
H -2.3937 2.0158 1.6145
O -2.4266 1.4424 0.8585
H -0.3928 -1.3016 -1.4893
H -1.6005 -0.8722 -2.3134
O -1.1776 -1.6710 -1.9393
H -0.9601 1.2879 -1.1053
H -2.3999 1.1574 -1.1221
O -1.6417 0.9568 -1.7097
H 0.9328 -0.6741 -0.2266
H 1.8821 -1.7877 -0.1368
O 1.2778 -1.3829 -0.7739
H 0.7931 -2.1050 2.2405
H 2.1309 -1.4982 2.3423
O 1.6935 -2.2709 1.9473
H 1.3795 0.9885 -1.8721
H 1.7034 1.2945 -0.4146
O 1.2319 1.6429 -1.1842
*
```

Results
HOMO-LUMO gap ... 0.282 Eh
Relative energy (zero: lowest compared OMol25 entry of this formula, charge and spin) ... 1.228 eV
Electronic energy ... -857.4801 Ha

These are the natural (NBO) partial charges, in e, on atoms 1 to 8: -1.082 0.121 0.486 0.480 -0.969 0.486 0.479 -0.988

The following is a quantum chemistry calculation of a single C4H6O2 molecule, from the Open Molecules 2025 dataset.

```
! RIJCOSX wB97M-V def2-TZVPD def2/J DEFGRID3
* xyz 0 1
C 1.2838 0.0732 -0.0473
C 0.4126 0.8258 -0.9663
O -0.1698 1.8366 -0.6495
C 0.0262 -0.7774 0.5271
C -1.4616 -0.7195 -0.0113
O -2.1241 -1.7286 -0.0373
H 0.1495 0.2104 -1.8515
H 2.0018 -0.6093 -0.5209
H 1.8650 0.7643 0.5915
H 0.2529 -1.8363 0.4270
H -0.1151 -0.5042 1.5757
H -1.9363 0.2489 -0.2703
*
```

Results
SMILES string ... O=CCCC=O
HOMO-LUMO gap ... 0.399 Eh
Relative energy (zero: lowest compared OMol25 entry of this formula, charge and spin) ... 1.999 eV
Electronic energy ... -306.4328 Ha

These are the natural (NBO) partial charges, in e, on atoms 1 to 8: -0.494 0.428 -0.546 -0.510 0.421 -0.511 0.110 0.225

The following is a quantum chemistry calculation of a single C4H10OSi molecule, from the Open Molecules 2025 dataset.

```
! RIJCOSX wB97M-V def2-TZVPD def2/J DEFGRID3
* xyz 0 1
C 0.3540 0.6219 2.5331
C -0.7335 1.1050 1.9753
C 0.2875 1.0886 -1.3426
C 0.0179 -1.7187 -0.5991
O -1.5130 0.3209 0.7728
Si -0.9617 -0.1187 -0.6488
H 0.8493 1.0937 3.3543
H 1.0698 -0.1389 2.2282
H -1.2888 2.0451 1.9390
H 0.9922 0.5124 -1.8418
H -0.2506 1.7905 -2.0782
H 0.6277 1.6776 -0.5539
H -0.5583 -2.4782 -0.1657
H 0.3917 -2.0999 -1.6108
H 0.9424 -1.5396 -0.0924
H -2.2373 -0.2941 -1.3115
*
```

Results
SMILES string ... C=CO[SiH](C)C
HOMO-LUMO gap ... 0.397 Eh
Relative energy (zero: lowest compared OMol25 entry of this formula, charge and spin) ... 1.433 eV
Electronic energy ... -523.0968 Ha

These are the natural (NBO) partial charges, in e, on atoms 1 to 8: -0.478 0.157 -1.123 -1.132 -0.958 1.690 0.222 0.232

- Which value of electronic energy does entry 6 give?
  -523.0968 Ha

- Which of these has the highest electronic energy?
  C4H6O2

- What is the electronic energy in the fifth record?
  -306.4328 Ha